Record 1
This record from OMol25 describes 3 unconnected molecules or ions with the total composition C45H70BF3I2N4O9 in a non-equilibrium geometry. The level of theory is the ωB97M-V functional and the def2-TZVPD basis.

XYZ file:
```
134
Properties=species:S:1:pos:R:3:mulliken_charge:R:1
H -5.51 -0.06 3.25 0.369
N -6.10 -0.84 2.97 -0.603
C -7.10 -0.41 2.33 0.486
C -8.06 -1.42 1.77 -1.279
C -7.42 1.06 2.06 -1.188
C -6.24 1.99 1.93 0.281
C -5.82 2.75 3.05 0.773
C -6.61 2.68 4.35 -2.168
N -6.24 1.63 5.30 -0.490
C -4.72 3.63 2.97 0.859
C -4.21 4.42 4.15 -1.583
C -3.75 3.60 5.37 -0.034
C -2.91 4.50 6.31 -0.630
C -3.48 4.64 7.74 -0.673
C -3.82 6.07 8.14 -0.763
C -3.75 6.29 9.65 -0.840
C -2.33 6.52 10.16 -0.577
O -1.92 7.86 9.93 -0.388
C -0.84 7.98 9.02 -0.414
C -4.10 3.76 1.71 0.684
C -4.53 3.04 0.59 0.032
C -5.59 2.12 0.68 0.904
C -6.01 1.30 -0.51 -1.798
C -5.50 -0.15 -0.49 -0.452
C -4.01 -0.31 -0.61 0.840
F -3.71 -1.55 -1.05 -0.340
F -3.36 -0.15 0.54 -0.247
F -3.47 0.53 -1.51 -0.254
C -3.78 3.29 -0.69 -0.839
O -4.31 3.42 -1.76 -0.598
C -2.31 3.43 -0.51 1.429
C -1.39 2.89 -1.40 -1.462
C -0.02 3.00 -1.15 1.183
C 0.95 2.40 -2.13 -1.048
B 2.39 2.06 -1.51 0.669
O 2.59 0.84 -0.94 -0.553
O 3.41 2.98 -1.52 -0.578
C 0.39 3.66 0.01 -0.885
C -0.52 4.24 0.90 0.347
C -0.03 4.92 2.11 -0.795
I 0.49 6.94 1.94 0.107
C 0.09 4.32 3.29 0.332
C 0.61 4.96 4.54 -1.791
I -0.49 2.29 3.48 0.045
C -1.88 4.12 0.63 -0.183
C -2.94 4.68 1.50 -0.122
O -2.85 5.78 1.97 -0.593
H -8.49 -2.04 2.56 0.395
H -7.53 -2.08 1.09 0.327
H -8.85 -0.95 1.20 0.358
H -8.00 1.07 1.14 0.531
H -8.10 1.39 2.83 0.461
H -6.48 3.64 4.84 0.409
H -7.68 2.60 4.17 0.756
H -5.29 1.32 5.18 0.239
H -6.85 0.83 5.24 0.337
H -5.00 5.10 4.48 0.244
H -3.39 5.04 3.87 0.862
H -4.58 3.24 5.95 0.210
H -3.11 2.78 5.03 0.276
H -1.90 4.09 6.41 0.068
H -2.81 5.50 5.90 0.435
H -4.38 4.05 7.87 0.340
H -2.77 4.24 8.46 0.439
H -3.16 6.79 7.66 0.455
H -4.84 6.30 7.84 0.221
H -4.32 7.18 9.91 0.419
H -4.20 5.46 10.20 0.367
H -1.65 5.81 9.68 0.340
H -2.28 6.34 11.23 0.374
H -0.79 9.02 8.70 0.261
H -1.01 7.37 8.14 0.062
H 0.11 7.72 9.49 0.288
H -7.10 1.24 -0.58 0.657
H -5.70 1.75 -1.44 0.561
H -5.92 -0.67 -1.35 0.411
H -5.81 -0.71 0.38 -0.019
H -1.74 2.38 -2.28 0.523
H 0.54 1.51 -2.60 0.382
H 1.10 3.14 -2.92 0.211
H 1.82 0.28 -1.11 0.303
H 3.76 3.04 -2.41 0.307
H 1.45 3.74 0.23 0.663
H 1.60 5.37 4.40 0.427
H -0.09 5.72 4.88 0.474
H 0.68 4.21 5.33 0.431
C 4.93 -4.50 -2.74 -0.706
O 5.51 -4.01 -3.93 -0.343
C 4.84 -4.40 -5.13 -0.742
C 4.08 -3.25 -5.76 -0.155
N 2.92 -2.88 -4.97 -0.311
C 2.29 -1.61 -5.35 -0.830
C 3.12 -0.33 -5.33 -0.492
O 3.47 0.13 -4.04 -0.313
C 4.58 -0.51 -3.44 -0.641
H 5.66 -4.36 -1.94 0.248
H 4.02 -3.96 -2.47 0.300
H 4.70 -5.57 -2.82 0.315
H 4.19 -5.27 -4.96 0.418
H 5.63 -4.71 -5.83 0.320
H 3.76 -3.56 -6.76 0.363
H 4.79 -2.43 -5.88 0.157
H 3.18 -2.82 -4.00 0.096
H 1.44 -1.46 -4.68 0.385
H 1.87 -1.73 -6.36 0.420
H 2.49 0.46 -5.75 0.361
H 4.00 -0.39 -5.97 0.337
H 5.34 -0.78 -4.17 0.395
H 4.27 -1.40 -2.89 0.127
H 5.01 0.18 -2.72 0.305
C 7.99 -7.28 -8.88 -0.771
O 6.73 -7.67 -8.36 -0.247
C 6.37 -9.02 -8.62 -0.836
C 6.45 -9.89 -7.39 -0.138
N 7.84 -10.11 -6.97 -0.331
C 8.00 -10.70 -5.64 -0.742
C 7.41 -9.97 -4.43 -0.422
O 8.06 -8.76 -4.09 -0.455
C 7.70 -7.64 -4.86 -0.434
H 8.03 -6.19 -8.85 0.240
H 8.82 -7.67 -8.29 0.312
H 8.10 -7.60 -9.92 0.323
H 6.96 -9.43 -9.44 0.415
H 5.32 -9.00 -8.95 0.373
H 5.99 -10.85 -7.60 0.375
H 5.86 -9.40 -6.61 0.126
H 8.33 -9.23 -7.00 0.107
H 9.07 -10.80 -5.47 0.377
H 7.59 -11.71 -5.66 0.391
H 7.55 -10.63 -3.57 0.344
H 6.33 -9.81 -4.53 0.332
H 6.65 -7.66 -5.15 0.202
H 8.33 -7.56 -5.76 0.163
H 7.89 -6.75 -4.26 0.305
```

Calculated values
Kohn-Sham gap in eV: 8.26
SMILES: [H]/N=C(/C)Cc1c(CN)c(CCCCCCCOC)c2c(c1CCC(F)(F)F)C(=O)c1cc(CB(O)O)cc(/C(I)=C(/C)I)c1C2=O.COCCNCCOC.COCCNCCOC
Net charge: 0
Electronic energy in eV: -97218.4648
Energy relative to the best compared isomer or geometry (same formula, charge and spin) in kcal/mol: 7.06
Lowest unoccupied orbital energy in eV: -0.47

Record 2
This record from OMol25 describes a molecular structure, C45H72BIrN6OPS3 in a non-equilibrium geometry. The level of theory is the ωB97M-V functional and the def2-TZVPD basis.

XYZ file:
```
130
Properties=species:S:1:pos:R:3:mulliken_charge:R:1
Ir -0.15 0.11 -1.08 0.778
C 4.86 0.62 0.08 -1.817
C 3.80 0.20 1.04 -0.055
C 4.07 -0.32 2.28 -0.651
C 3.00 -0.71 3.12 -0.471
N 1.76 -0.64 2.69 -0.023
N 1.48 -0.15 1.51 0.203
B -0.01 -0.06 1.03 0.223
N -0.66 1.23 1.66 0.021
N -0.16 1.69 2.78 -0.138
C -0.68 2.74 3.39 -0.252
C -1.84 3.35 2.86 -0.557
C -2.37 2.90 1.67 0.359
C -3.55 3.51 1.02 -2.056
C -1.71 1.81 1.05 1.207
S -2.23 1.26 -0.48 -0.350
C -0.02 3.24 4.65 2.139
C 1.49 3.34 4.39 -1.391
C -0.29 2.21 5.76 -0.664
C -0.53 4.60 5.12 -2.286
N -0.83 -1.30 1.55 0.151
N -1.07 -1.36 2.84 -0.045
C -1.77 -2.35 3.35 -0.004
C -2.32 -3.34 2.51 -0.591
C -2.05 -3.33 1.17 0.126
C -2.55 -4.34 0.21 -2.054
C -1.26 -2.25 0.69 1.030
S -0.89 -2.15 -0.97 -0.335
C -1.96 -2.43 4.84 2.155
C -1.36 -1.21 5.52 -1.389
C -1.25 -3.71 5.33 -1.572
C -3.45 -2.53 5.21 -1.832
C 2.44 0.32 0.69 1.776
S 1.97 1.09 -0.77 -0.509
C 3.22 -1.16 4.54 2.235
C 4.67 -1.48 4.89 -2.201
C 2.76 0.01 5.43 -1.529
C 2.35 -2.40 4.81 -1.255
H 5.81 0.16 0.33 0.479
H 4.98 1.70 0.11 0.380
H 4.57 0.36 -0.94 0.184
H 5.09 -0.45 2.60 0.642
H -2.27 4.20 3.36 0.612
H -4.03 4.23 1.68 0.427
H -4.28 2.76 0.74 0.449
H -3.25 4.03 0.11 0.413
H 1.87 2.42 3.95 0.035
H 2.01 3.53 5.32 0.471
H 1.70 4.16 3.70 0.410
H -0.02 1.21 5.45 -0.470
H -1.35 2.22 6.04 0.363
H 0.29 2.48 6.64 0.522
H -0.40 5.37 4.36 0.505
H 0.04 4.90 5.99 0.424
H -1.58 4.56 5.42 0.470
H -2.96 -4.11 2.93 0.557
H -2.99 -5.19 0.73 0.426
H -1.75 -4.69 -0.43 0.432
H -3.31 -3.90 -0.43 0.417
H -0.32 -1.10 5.25 -0.313
H -1.44 -1.30 6.60 0.643
H -1.90 -0.31 5.21 0.382
H -0.18 -3.68 5.11 0.209
H -1.66 -4.60 4.88 0.410
H -1.37 -3.78 6.41 0.494
H -4.01 -1.69 4.81 0.391
H -3.53 -2.52 6.29 0.497
H -3.90 -3.45 4.86 0.377
H 5.30 -0.59 4.83 0.493
H 5.08 -2.26 4.25 0.482
H 4.72 -1.83 5.92 0.405
H 3.38 0.88 5.25 0.446
H 2.87 -0.27 6.47 0.526
H 1.73 0.26 5.23 -0.114
H 2.77 -3.27 4.32 0.502
H 1.35 -2.23 4.42 -0.277
H 2.30 -2.59 5.87 0.475
O -0.26 0.20 -3.29 1.122
P -0.09 0.15 -4.77 -0.999
C -1.68 -0.43 -5.62 -0.003
C -2.91 0.09 -4.87 -0.089
C -3.69 -1.01 -4.17 -0.587
C -4.22 -2.03 -5.17 -0.922
C -3.22 -2.28 -6.29 -1.030
C -1.79 -1.94 -5.84 -0.746
C 1.26 -1.02 -5.37 0.418
C 2.67 -0.43 -5.47 -1.853
C 3.37 -0.32 -4.12 0.527
C 3.43 -1.67 -3.43 -1.470
C 2.02 -2.19 -3.23 0.755
C 1.29 -2.32 -4.56 -1.133
C 0.25 1.86 -5.49 -0.048
C -0.99 2.73 -5.68 -1.480
C -1.51 3.37 -4.40 0.266
C -0.42 4.17 -3.70 -1.481
C 0.77 3.26 -3.41 0.722
C 1.31 2.64 -4.70 -1.330
H -1.60 0.03 -6.61 0.704
H -3.58 0.58 -5.59 0.547
H -2.63 0.85 -4.14 -0.527
H -4.51 -0.57 -3.60 0.650
H -3.03 -1.51 -3.44 -0.180
H -5.15 -1.65 -5.60 0.392
H -4.48 -2.96 -4.66 0.339
H -3.45 -1.66 -7.16 0.391
H -3.26 -3.32 -6.61 0.449
H -1.08 -2.28 -6.59 0.564
H -1.62 -2.49 -4.91 0.036
H 0.93 -1.25 -6.39 0.797
H 2.66 0.53 -5.98 0.443
H 3.25 -1.12 -6.10 0.563
H 2.83 0.38 -3.47 -0.412
H 4.37 0.08 -4.27 0.456
H 3.94 -1.60 -2.47 0.327
H 4.00 -2.37 -4.05 0.483
H 1.47 -1.50 -2.57 -0.787
H 2.03 -3.17 -2.74 0.589
H 0.29 -2.71 -4.39 0.063
H 1.82 -3.07 -5.17 0.616
H 0.66 1.62 -6.48 0.868
H -1.79 2.19 -6.18 0.383
H -0.69 3.54 -6.36 0.565
H -1.87 2.61 -3.70 -0.376
H -2.35 4.02 -4.64 0.449
H -0.80 4.60 -2.77 0.489
H -0.10 5.00 -4.33 0.404
H 0.45 2.47 -2.72 -0.776
H 1.57 3.82 -2.93 0.514
H 2.17 2.01 -4.46 0.179
H 1.67 3.44 -5.35 0.604
```

Calculated values
Kohn-Sham gap in eV: 4.70
Net charge: +3
Electronic energy in eV: -104111.9417
Lowest unoccupied orbital energy in eV: -11.53

Record 3
This record from OMol25 describes a molecular structure, C45H73BiI2N5O3PSi4Te in a non-equilibrium geometry. The level of theory is the ωB97M-V functional and the def2-TZVPD basis.

XYZ file:
```
135
Properties=species:S:1:pos:R:3:mulliken_charge:R:1
Bi -0.39 -1.10 -0.29 2.845
O 1.26 -2.86 -0.17 -0.503
C 1.61 -3.52 0.88 0.608
C 2.97 -3.95 1.04 -0.427
C 3.38 -4.64 2.15 -0.690
C 2.48 -4.99 3.17 -0.732
C 1.16 -4.63 3.02 -0.518
C 0.71 -3.90 1.91 0.659
C -0.72 -3.68 1.81 -1.346
N -1.34 -2.93 0.97 0.847
N -2.72 -3.08 1.02 -0.879
C -3.28 -2.51 -0.01 -0.336
O -2.68 -1.89 -0.95 -0.152
C -4.78 -2.56 -0.07 0.218
C -5.42 -1.88 -1.10 -0.265
C -6.81 -1.87 -1.17 -0.793
C -7.56 -2.54 -0.21 -0.299
C -6.92 -3.23 0.81 -0.731
C -5.53 -3.24 0.88 -0.011
H 3.66 -3.68 0.26 0.268
H 4.42 -4.93 2.24 0.409
H 2.81 -5.53 4.05 0.349
H 0.43 -4.91 3.78 0.352
H -1.36 -4.26 2.48 0.291
H -4.81 -1.34 -1.81 0.404
H -7.30 -1.32 -1.96 0.383
H -8.64 -2.53 -0.26 0.372
H -7.50 -3.75 1.56 0.369
H -5.01 -3.75 1.68 0.432
O 0.66 -0.67 1.67 -1.268
C 1.86 -0.33 2.03 -0.581
C 2.53 -1.11 3.01 0.088
C 3.72 -0.71 3.57 -0.722
C 4.32 0.49 3.19 -1.203
C 3.70 1.25 2.22 -1.077
C 2.50 0.86 1.61 1.648
C 1.92 1.68 0.54 -1.053
N 0.88 1.38 -0.20 1.178
C 0.74 2.39 -1.12 -0.564
C 1.71 3.33 -0.93 -1.101
N 2.45 2.87 0.14 0.532
H 2.04 -2.02 3.33 0.331
H 4.19 -1.33 4.32 0.393
H 5.26 0.82 3.62 0.348
H 4.17 2.19 1.92 0.291
H -0.04 2.37 -1.86 0.263
H 1.93 4.25 -1.43 0.450
H 3.31 3.27 0.47 0.151
I -2.04 0.42 -3.27 0.196
C -2.03 -1.28 -4.55 -0.954
I -1.50 -3.17 -3.78 0.010
H -1.33 -1.06 -5.34 0.333
H -3.04 -1.38 -4.93 0.670
C 2.79 1.72 -4.42 -2.280
C 2.46 0.38 -5.08 2.467
C 1.02 0.53 -5.60 -1.195
C 3.40 0.18 -6.27 -2.011
P 2.39 -0.93 -3.65 -0.561
N 1.16 -0.73 -2.76 0.034
C 2.47 -2.67 -4.49 2.888
C 1.38 -2.69 -5.58 -1.913
C 3.78 -3.13 -5.14 -2.051
C 2.05 -3.70 -3.42 -1.789
C 4.08 -0.78 -2.74 3.389
C 3.91 0.37 -1.75 -2.269
C 5.36 -0.56 -3.55 -2.116
C 4.23 -2.03 -1.87 -2.632
H 2.50 2.54 -5.09 0.677
H 3.85 1.83 -4.20 0.229
H 2.23 1.84 -3.49 0.363
H 0.89 1.52 -6.05 0.536
H 0.32 0.45 -4.76 -0.336
H 0.76 -0.21 -6.36 0.248
H 3.32 1.05 -6.93 0.528
H 3.13 -0.70 -6.86 0.288
H 4.44 0.08 -5.97 0.238
H 1.71 -2.21 -6.50 0.283
H 0.48 -2.20 -5.22 -0.070
H 1.13 -3.73 -5.82 0.626
H 4.15 -2.44 -5.90 0.215
H 3.61 -4.10 -5.63 0.512
H 4.58 -3.28 -4.41 0.365
H 1.49 -3.24 -2.61 -0.065
H 2.92 -4.20 -2.98 0.232
H 1.42 -4.47 -3.87 0.594
H 4.03 1.35 -2.21 0.277
H 4.65 0.28 -0.94 0.762
H 2.91 0.32 -1.32 0.123
H 5.39 0.43 -4.01 0.364
H 5.51 -1.30 -4.33 0.258
H 6.22 -0.62 -2.86 0.489
H 3.30 -2.25 -1.35 0.019
H 5.01 -1.86 -1.12 0.874
H 4.52 -2.91 -2.45 0.346
C -2.85 0.38 5.54 -1.088
Si -3.76 1.49 4.32 0.396
C -5.15 0.47 3.58 -0.827
C -4.60 2.86 5.31 -1.065
Si -2.29 2.24 2.65 0.320
Te -2.49 0.55 0.85 -0.781
Si -0.41 2.97 3.82 0.512
C -1.02 3.97 5.31 -1.148
C 0.69 1.64 4.53 -0.287
C 0.62 4.16 2.80 -0.741
Si -3.27 4.15 1.73 0.297
C -2.30 4.75 0.23 -0.908
C -3.44 5.63 2.89 -1.102
C -5.00 3.70 1.13 -0.979
H -3.56 -0.11 6.21 0.413
H -2.13 0.94 6.14 0.275
H -2.30 -0.39 5.00 0.242
H -5.75 -0.01 4.36 0.350
H -4.75 -0.31 2.92 0.031
H -5.81 1.09 2.96 0.227
H -5.23 2.42 6.09 0.384
H -5.23 3.47 4.66 0.231
H -3.88 3.53 5.79 0.305
H -1.50 3.33 6.05 0.203
H -1.75 4.73 5.02 0.233
H -0.18 4.47 5.79 0.410
H 0.16 1.07 5.30 0.372
H 1.58 2.08 4.98 0.316
H 1.01 0.93 3.76 -0.339
H 0.05 5.07 2.57 0.418
H 0.90 3.71 1.84 0.089
H 1.53 4.44 3.33 0.324
H -1.27 4.98 0.49 0.212
H -2.77 5.63 -0.20 0.412
H -2.27 3.96 -0.52 0.129
H -2.46 6.03 3.16 0.270
H -3.96 5.36 3.81 0.270
H -4.01 6.42 2.39 0.391
H -4.97 2.71 0.66 0.199
H -5.38 4.42 0.41 0.375
H -5.70 3.64 1.97 0.238
```

Calculated values
Kohn-Sham gap in eV: 5.65
Net charge: -2
Electronic energy in eV: -131581.7938
Energy relative to the best compared isomer or geometry (same formula, charge and spin) in kcal/mol: 27.52
Lowest unoccupied orbital energy in eV: 3.84

Question: The highest net charge belongs to which entry?
Answer: C45H72BIrN6OPS3